(1)
{"formula": "C20H28AuN3O4S3", "method": "the ωB97M-V functional and the def2-TZVPD basis", "elements": ["Au", "N", "C", "C", "C", "C", "C", "C", "S", "O", "O", "O", "H", "H", "H", "H", "H", "H", "C", "C", "N", "C", "C", "C", "C", "N", "H", "H", "H", "H", "H", "H", "H", "H", "H", "H", "H", "H", "H", "H", "S", "C", "C", "S", "O", "C", "C", "C", "C", "C", "C", "H", "H", "H", "H", "H", "H", "H", "H"], "coordinates": [[1.036, -1.993, -0.165], [-0.403, -1.740, 1.931], [-0.351, -0.541, 2.601], [-1.018, 0.582, 2.060], [-0.846, 1.807, 2.634], [-0.049, 1.930, 3.793], [0.582, 0.798, 4.364], [0.426, -0.421, 3.774], [0.305, 3.518, 4.434], [-0.628, 4.472, 3.916], [1.562, 3.399, 3.591], [0.552, 3.457, 5.839], [-1.250, -1.884, 1.371], [-0.177, -2.538, 2.510], [-1.644, 0.444, 1.187], [-1.319, 2.695, 2.236], [1.183, 0.931, 5.253], [0.909, -1.298, 4.188], [2.890, 4.136, -0.476], [1.871, 3.535, 0.480], [1.145, 2.391, -0.096], [0.074, 2.703, -1.043], [0.466, 2.550, -2.509], [1.473, 1.122, 0.162], [2.563, 0.846, 1.152], [0.878, 0.107, -0.418], [3.462, 4.906, 0.040], [2.414, 4.602, -1.339], [3.587, 3.378, -0.838], [1.124, 4.277, 0.764], [2.341, 3.229, 1.407], [-0.228, 3.730, -0.844], [-0.795, 2.080, -0.806], [1.244, 3.261, -2.781], [-0.401, 2.740, -3.143], [0.841, 1.552, -2.736], [2.304, 1.238, 2.136], [3.494, 1.319, 0.839], [2.729, -0.227, 1.223], [0.176, 0.380, -1.092], [2.056, -4.911, -1.598], [1.579, -3.665, -0.904], [-3.940, -1.516, -2.229], [-2.265, -1.537, -1.594], [-2.406, -1.746, -0.114], [-1.766, -3.106, -2.292], [-1.283, -3.148, -3.593], [-0.924, -4.373, -4.137], [-1.043, -5.531, -3.378], [-1.513, -5.471, -2.072], [-1.875, -4.251, -1.519], [-4.458, -2.400, -1.861], [-3.901, -1.510, -3.318], [-4.415, -0.608, -1.862], [-1.188, -2.239, -4.176], [-0.556, -4.423, -5.153], [-0.771, -6.485, -3.810], [-1.604, -6.376, -1.485], [-2.248, -4.178, -0.505]], "multiplicity": 2, "fmax_ev_per_a": 0.97, "lumo_energy_ha": [-0.1440, -0.2056], "homo_energy_ha": [-0.428, -0.442], "total_charge": 1, "gap_ha": [0.284, 0.236], "relative_energy_ev": 0.939}


(2)
{"formula": "C19H23N3O3", "method": "the ωB97M-V functional and the def2-TZVPD basis", "elements": ["O", "C", "N", "C", "C", "C", "C", "C", "C", "N", "C", "C", "O", "N", "C", "C", "C", "C", "C", "O", "C", "C", "C", "C", "C", "H", "H", "H", "H", "H", "H", "H", "H", "H", "H", "H", "H", "H", "H", "H", "H", "H", "H", "H", "H", "H", "H", "H"], "coordinates": [[-0.136, -1.258, 1.279], [0.868, -0.891, 0.681], [2.015, -1.646, 0.787], [3.316, -1.387, 0.347], [4.086, -2.441, -0.144], [5.381, -2.218, -0.570], [5.927, -0.946, -0.514], [5.177, 0.098, -0.002], [3.882, -0.118, 0.435], [0.938, 0.184, -0.132], [-0.086, 1.199, -0.360], [-1.263, 0.655, -1.216], [-1.652, 1.235, -2.212], [-1.808, -0.476, -0.750], [-2.993, -1.057, -1.348], [-4.177, -0.902, -0.450], [-4.849, 0.209, -0.032], [-5.857, -0.247, 0.852], [-5.719, -1.599, 0.906], [-4.704, -2.004, 0.126], [-0.668, 1.713, 0.968], [0.382, 2.455, 1.789], [0.954, 3.628, 1.001], [1.578, 3.131, -0.299], [0.557, 2.360, -1.128], [1.849, -2.558, 1.189], [3.660, -3.432, -0.187], [5.965, -3.042, -0.951], [6.937, -0.774, -0.854], [5.604, 1.087, 0.070], [3.322, 0.689, 0.881], [1.771, 0.280, -0.692], [-1.459, -0.881, 0.117], [-2.827, -2.121, -1.537], [-3.158, -0.531, -2.293], [-4.650, 1.219, -0.326], [-6.580, 0.349, 1.369], [-6.261, -2.355, 1.439], [-1.495, 2.386, 0.733], [-1.063, 0.876, 1.543], [-0.073, 2.812, 2.715], [1.184, 1.765, 2.061], [1.703, 4.152, 1.598], [0.152, 4.333, 0.771], [1.946, 3.977, -0.884], [2.437, 2.496, -0.069], [1.017, 1.973, -2.040], [-0.246, 3.030, -1.436]], "fmax_ev_per_a": 0.89, "lumo_energy_ha": 0.0254, "homo_energy_ha": -0.306, "gap_ha": 0.331, "relative_energy_ev": 1.170}


(3)
{"formula": "C9H16O2Si2", "method": "the ωB97M-V functional and the def2-TZVPD basis", "elements": ["C", "C", "C", "C", "C", "O", "C", "C", "C", "C", "Si", "O", "Si", "H", "H", "H", "H", "H", "H", "H", "H", "H", "H", "H", "H", "H", "H", "H", "H"], "coordinates": [[-0.703, -2.216, 2.158], [-0.645, -1.127, 1.445], [-1.815, -0.294, 1.050], [-1.671, 0.876, 0.447], [-0.348, 1.525, 0.334], [-0.374, 2.869, 0.160], [0.748, 3.681, 0.182], [0.313, 4.863, -0.653], [0.803, 0.821, 0.363], [0.855, -0.628, 0.536], [0.812, -1.683, -1.153], [0.117, -3.174, -0.963], [-0.152, -4.590, -0.333], [0.164, -2.963, 2.450], [-1.641, -2.519, 2.667], [-2.783, -0.506, 1.491], [-2.687, 1.427, 0.306], [0.952, 3.973, 1.174], [1.612, 3.180, -0.251], [0.276, 4.569, -1.781], [-0.672, 5.266, -0.332], [1.061, 5.665, -0.423], [1.792, 1.379, 0.348], [1.536, -0.872, 1.301], [-0.272, -0.985, -1.755], [2.064, -1.987, -1.564], [-0.138, -5.931, -1.182], [-1.427, -4.413, 0.407], [0.887, -4.806, 0.686]], "fmax_ev_per_a": 4.79, "lumo_energy_ha": 0.0236, "homo_energy_ha": -0.284, "gap_ha": 0.308}


(4)
{"formula": "C15H11N4O3", "method": "the ωB97M-V functional and the def2-TZVPD basis", "elements": ["C", "O", "C", "C", "C", "C", "C", "C", "C", "N", "C", "N", "C", "C", "H", "H", "H", "H", "H", "H", "H", "H", "N", "C", "O", "N", "C", "O", "C", "C", "H", "H", "H"], "coordinates": [[0.713, 1.981, 4.926], [-0.314, 2.454, 3.998], [-0.581, 1.687, 2.889], [-1.424, 2.224, 1.891], [-1.593, 1.556, 0.661], [-0.828, 0.404, 0.300], [-0.987, -0.442, -1.048], [-1.543, -1.753, -0.767], [-2.140, -2.336, -1.908], [-2.589, -2.682, -2.949], [-1.848, -2.372, 0.485], [-2.143, -3.003, 1.422], [-0.162, -0.192, 1.384], [0.073, 0.467, 2.605], [0.773, 2.719, 5.727], [0.434, 1.004, 5.341], [1.692, 1.904, 4.434], [-1.874, 3.201, 2.075], [-2.326, 1.981, -0.030], [-1.632, 0.123, -1.753], [0.278, -1.188, 1.296], [0.809, 0.071, 3.295], [0.330, -0.578, -1.913], [0.529, 0.363, -2.940], [-0.221, 1.350, -3.123], [1.600, 0.218, -3.820], [2.532, -0.770, -3.918], [3.429, -0.696, -4.728], [2.244, -1.808, -2.945], [1.203, -1.654, -2.101], [1.690, 0.951, -4.469], [2.865, -2.679, -2.896], [1.009, -2.505, -1.424]], "fmax_ev_per_a": 3.17, "lumo_energy_ha": 0.0953, "homo_energy_ha": -0.155, "total_charge": -1, "gap_ha": 0.250}


(5)
{"formula": "C20H47ClN7O4", "method": "the ωB97M-V functional and the def2-TZVPD basis", "elements": ["N", "C", "C", "C", "C", "N", "C", "N", "N", "C", "C", "O", "Cl", "C", "H", "H", "H", "H", "H", "H", "H", "H", "H", "H", "H", "H", "H", "H", "C", "C", "C", "O", "C", "N", "H", "H", "H", "H", "H", "H", "H", "H", "H", "H", "H", "C", "C", "C", "O", "C", "N", "H", "H", "H", "H", "H", "H", "H", "H", "H", "H", "H", "C", "C", "C", "O", "C", "N", "H", "H", "H", "H", "H", "H", "H", "H", "H", "H", "H"], "coordinates": [[0.095, 6.578, -1.838], [-0.582, 5.649, -2.351], [0.110, 4.586, -3.175], [0.805, 3.479, -2.341], [0.122, 2.130, -2.525], [0.754, 1.080, -1.706], [1.347, 1.385, -0.527], [1.644, 0.399, 0.289], [1.630, 2.679, -0.144], [3.058, 3.027, 0.016], [3.974, 2.549, -1.107], [4.321, 3.212, -2.018], [4.512, 0.871, -0.950], [0.822, 3.711, -0.832], [-0.493, 7.226, -1.313], [-1.668, 5.567, -2.225], [0.869, 5.084, -3.779], [-0.619, 4.132, -3.853], [1.841, 3.390, -2.679], [0.133, 1.794, -3.562], [-0.926, 2.203, -2.217], [1.260, 0.346, -2.187], [2.230, 0.559, 1.094], [1.265, -0.530, 0.119], [3.444, 2.700, 0.985], [3.116, 4.115, -0.026], [-0.200, 3.629, -0.443], [1.191, 4.691, -0.537], [1.812, -3.541, -2.547], [1.235, -3.430, -1.143], [0.406, -4.637, -0.701], [-0.867, -4.698, -1.306], [-0.933, -5.378, -2.553], [0.457, -2.179, -1.040], [1.042, -3.396, -3.306], [2.579, -2.781, -2.705], [2.267, -4.518, -2.709], [2.073, -3.353, -0.441], [0.221, -4.553, 0.374], [0.959, -5.568, -0.869], [-0.238, -6.222, -2.582], [-0.726, -4.713, -3.395], [-1.949, -5.758, -2.652], [0.127, -2.100, -0.078], [-0.406, -2.318, -1.562], [-6.335, -5.131, 0.530], [-5.065, -4.648, -0.157], [-4.925, -5.091, -1.617], [-4.554, -6.443, -1.789], [-5.613, -7.381, -1.766], [-3.899, -5.026, 0.645], [-6.267, -6.188, 0.791], [-6.490, -4.579, 1.456], [-7.210, -4.991, -0.106], [-5.094, -3.553, -0.183], [-4.106, -4.509, -2.050], [-5.834, -4.871, -2.193], [-6.518, -6.965, -2.221], [-5.849, -7.712, -0.752], [-5.293, -8.245, -2.346], [-3.060, -4.622, 0.238], [-3.769, -6.030, 0.564], [2.857, 3.311, 5.688], [2.977, 3.632, 4.205], [3.590, 5.005, 3.907], [2.713, 6.087, 4.121], [2.671, 6.593, 5.446], [1.665, 3.459, 3.569], [2.032, 3.859, 6.144], [2.657, 2.249, 5.828], [3.773, 3.563, 6.224], [3.657, 2.894, 3.759], [3.844, 5.045, 2.842], [4.520, 5.145, 4.473], [3.659, 6.549, 5.913], [1.958, 6.052, 6.071], [2.359, 7.634, 5.382], [1.760, 3.578, 2.564], [1.078, 4.237, 3.861]], "fmax_ev_per_a": 0.94, "lumo_energy_ha": -0.1088, "homo_energy_ha": -0.392, "total_charge": 1, "gap_ha": 0.284}


(6)
{"formula": "C3H2NO2Se", "method": "the ωB97M-V functional and the def2-TZVPD basis", "elements": ["C", "C", "C", "N", "O", "O", "Se", "H", "H"], "coordinates": [[-1.932, -0.151, -1.995], [-2.303, 1.205, 0.057], [-1.504, 0.357, -0.755], [-2.307, -0.452, -3.054], [-2.709, 2.263, 0.384], [-2.304, -0.036, 0.448], [1.373, 0.992, 0.451], [-0.366, 0.238, -0.551], [1.399, -0.138, -0.343]], "fmax_ev_per_a": 2.99, "lumo_energy_ha": 0.1307, "homo_energy_ha": -0.123, "total_charge": -1, "gap_ha": 0.253, "relative_energy_ev": 1.874}


- Which formula does entry 6 have?
  C3H2NO2Se